Molecular formula: C40H95N5O20S5
Method: DFT, the ωB97M-V functional and the def2-TZVPD basis

Results
Maximum force, Eh/bohr: 0.0363
Structure (SMILES): O=S1(=O)OCCO1.O=S1(=O)OCCO1.O=S1(=O)OCCO1.O=S1(=O)OCCO1.O=S1(=O)OCCO1.CCN(CC)CC.CCN(CC)CC.CCN(CC)CC.CCN(CC)CC.CCN(CC)CC
Total energy, a.u.: -5350.365492
Charge: 0
Energy above the lowest of the compared OMol25 structures with the same formula, charge and spin, eV: 0.000

The geometry in XYZ format:
```
165
C40H95N5O20S5 the ωB97M-V functional and the def2-TZVPD basis
C 4.37907 4.27816 -0.48113
C 5.00083 3.46072 -1.60380
N 4.34951 2.13432 -1.68637
C 4.72178 1.28503 -0.53768
C 3.88202 0.04812 -0.44261
C 4.77807 1.49527 -2.92320
C 4.11074 2.01625 -4.18313
H 4.61939 3.97435 0.54036
H 3.30404 4.32402 -0.64662
H 4.76715 5.30265 -0.42589
H 4.80265 4.02389 -2.51377
H 6.08321 3.30632 -1.49464
H 5.80981 1.11536 -0.60866
H 4.63671 1.88066 0.37255
H 4.37580 -0.56584 0.32219
H 2.88426 0.20146 -0.03921
H 3.85459 -0.54296 -1.35555
H 4.53729 0.43152 -2.87998
H 5.87022 1.50372 -3.08819
H 4.61453 1.62423 -5.06154
H 4.20423 3.10666 -4.20761
H 3.03228 1.87069 -4.10807
C -2.41893 -7.58530 3.41743
C -1.38980 -8.55734 2.89417
N -0.86368 -8.13249 1.59064
C 0.03616 -9.14369 1.03795
C 0.48946 -8.83626 -0.38853
C -0.46695 -6.75339 1.44594
C 0.72459 -6.30588 2.29814
H -2.06228 -6.58989 3.67408
H -2.87479 -7.98256 4.33384
H -3.31567 -7.50892 2.79596
H -0.59718 -8.70068 3.63981
H -1.93235 -9.47078 2.64554
H 0.90862 -9.19961 1.71402
H -0.44200 -10.12168 1.09737
H 1.04394 -9.66824 -0.81872
H -0.44128 -8.77691 -0.96335
H 1.01803 -7.89331 -0.47926
H -1.28810 -6.06290 1.64291
H -0.15729 -6.54995 0.42467
H 1.61049 -6.94224 2.27658
H 0.40921 -6.27492 3.34822
H 1.02242 -5.28123 2.06144
C -0.05549 2.92931 -3.70539
C -0.41436 4.38848 -3.96781
N 0.61860 4.95645 -4.83116
C 1.87308 5.23428 -4.12212
C 1.80948 6.01016 -2.80472
C 0.15937 6.18410 -5.47957
C -1.00766 5.91210 -6.43298
H -0.18422 2.34671 -4.61791
H -0.66838 2.43108 -2.94403
H 0.95240 2.76819 -3.31703
H -1.36995 4.32518 -4.48891
H -0.59279 4.95011 -3.04311
H 2.39506 4.32095 -3.81955
H 2.57424 5.68201 -4.82718
H 1.12340 5.59409 -2.07258
H 2.82476 6.01333 -2.40311
H 1.55882 7.06442 -2.95838
H 0.97080 6.70192 -5.99171
H -0.16980 6.90760 -4.71160
H -1.97847 6.18553 -6.01948
H -1.03024 4.88831 -6.79933
H -0.87925 6.58096 -7.28911
C -5.93535 -1.43499 -0.37425
C -4.52962 -1.06117 0.14425
N -4.62378 -0.36632 1.42945
C -4.62532 1.09106 1.33633
C -3.34382 1.73041 0.77227
C -3.65787 -0.87182 2.42348
C -4.06019 -0.52542 3.83661
H -6.50923 -0.59660 -0.75988
H -6.46162 -1.87166 0.47758
H -5.88427 -2.23072 -1.12220
H -3.90566 -1.94644 0.22571
H -4.12029 -0.37879 -0.60834
H -4.89449 1.52112 2.29655
H -5.42667 1.35302 0.63967
H -3.01206 1.28553 -0.16915
H -2.51725 1.59137 1.47646
H -3.33468 2.79694 0.55237
H -3.54491 -1.95122 2.34747
H -2.70374 -0.39679 2.15538
H -4.18832 0.54358 4.02018
H -4.99727 -1.02793 4.07815
H -3.29543 -0.81121 4.56347
C -0.63136 3.89694 0.38878
C -1.04313 5.33949 0.03211
N -1.01032 6.32399 1.12404
C -1.64834 5.88195 2.36517
C -3.07564 5.35449 2.20978
C 0.38218 6.67009 1.40047
C 0.53507 7.94034 2.23025
H 0.44240 3.83978 0.57689
H -0.89714 3.20453 -0.41388
H -1.10073 3.39637 1.23811
H -0.41921 5.70316 -0.77830
H -2.07450 5.32642 -0.32853
H -1.02977 5.07246 2.79703
H -1.55354 6.66771 3.11300
H -3.20925 4.75128 1.32086
H -3.18201 4.67875 3.06484
H -3.82080 6.13696 2.33113
H 1.00023 6.69980 0.49946
H 0.86305 5.81497 1.91457
H -0.18563 8.71340 1.95974
H 1.52245 8.39672 2.14922
H 0.38368 7.73965 3.29301
C -0.32927 -2.40192 1.00024
C 1.11833 -2.18061 0.52570
O 0.98683 -1.43387 -0.65901
S -0.20170 -0.33787 -0.47641
O -0.79953 -0.01606 -1.72387
O 0.15390 0.74197 0.40016
O -1.11805 -1.40203 0.32891
H -0.52626 -2.29175 2.05917
H -0.68489 -3.35288 0.60046
H 1.56739 -3.15058 0.32010
H 1.70765 -1.73841 1.33237
C -3.05762 -4.82924 -1.88436
C -2.48950 -3.44369 -2.16758
O -1.07643 -3.58500 -2.31821
S -0.63789 -5.14548 -2.19966
O 0.51735 -5.31196 -1.39758
O -0.64842 -5.75897 -3.48826
O -1.94896 -5.53977 -1.33047
H -3.51618 -5.28809 -2.76308
H -3.82855 -4.85800 -1.11703
H -2.70357 -2.80772 -1.30604
H -2.91363 -2.92221 -3.02285
C -0.30841 0.32952 3.98709
C 0.05332 1.79477 4.31108
O 1.46826 1.89805 4.02976
S 2.20814 0.48261 3.88829
O 2.76960 0.10603 5.15129
O 3.09387 0.49874 2.77051
O 0.86669 -0.36284 3.59507
H -0.98039 0.29739 3.12765
H -0.84885 -0.15545 4.79835
H -0.15654 2.04325 5.34734
H -0.35540 2.50152 3.59435
C 1.56150 -0.78458 -4.44831
C 1.82272 -2.16602 -3.79521
O 2.59281 -2.90875 -4.71004
S 3.43915 -1.89717 -5.66139
O 3.74958 -2.58394 -6.87107
O 4.53344 -1.26516 -4.97596
O 2.19995 -0.83852 -5.71241
H 1.93687 0.00691 -3.79920
H 0.49370 -0.60997 -4.56178
H 0.92139 -2.74725 -3.60622
H 2.30486 -2.04449 -2.82300
C 1.01253 -2.62989 6.14484
C 1.66334 -3.13248 4.82540
O 0.57750 -3.47425 3.97108
S -0.80226 -3.60206 4.76192
O -0.94888 -4.91553 5.31006
O -1.81318 -3.09837 3.88618
O -0.40324 -2.52529 5.85178
H 1.33444 -1.65399 6.48580
H 1.07893 -3.42390 6.88845
H 2.27279 -4.02871 4.93846
H 2.27468 -2.35892 4.36831
```



Molecular formula: C18H23FN4O
Method: DFT, the ωB97M-V functional and the def2-TZVPD basis

Results
Maximum force, Eh/bohr: 0.3621
Total energy, a.u.: -1093.241470
Charge: 0
Energy above the lowest of the compared OMol25 structures with the same formula, charge and spin, eV: 16.904

The geometry in XYZ format:
```
47
C18H23FN4O the ωB97M-V functional and the def2-TZVPD basis
C 3.18506 -1.25089 3.52035
C 2.83154 -2.24358 2.33495
H 3.44970 -2.22659 1.44885
H 3.02403 -3.30115 2.79775
C 1.65151 -2.11302 1.80362
C 1.32374 -0.86608 1.26271
C 0.58280 0.23438 1.84615
N 0.38041 1.21573 0.82908
C 0.90077 1.29820 -0.31682
N 1.67883 0.47175 -0.78749
C 1.77452 -0.96708 -0.09752
O 2.62783 -1.79549 -0.70687
H 2.30730 0.62458 -1.72733
N 0.52967 2.48168 -1.00579
C -0.25210 3.40759 -0.52779
H -0.24063 4.40317 -0.83381
C -1.69342 3.01730 -0.50115
N -1.78770 1.87443 -1.47567
C -1.88216 0.47175 -1.32118
C -2.62743 0.06387 0.00808
C -2.47424 -1.29553 0.27701
C -1.87845 -2.25602 -0.19369
C -1.17913 -1.86410 -1.46203
C -1.17031 -0.49885 -1.73125
H -0.50349 -0.42445 -2.99537
H -0.54920 -2.50374 -2.08686
F -1.64028 -3.31978 0.07432
H -3.24602 -1.64429 1.10078
H -3.15594 0.79107 0.57994
C -1.10833 2.34149 -2.70127
H -1.31563 1.49024 -3.63215
C 0.53195 2.38118 -2.52421
H 0.76799 3.34523 -2.90632
H 1.11105 1.65268 -2.83667
H -1.44447 3.26109 -3.00003
H -2.23386 2.34361 0.37913
H -2.40710 3.61517 -0.96991
H -0.21758 3.67694 0.82056
C -0.19482 0.11763 2.98309
H -0.71409 0.99127 3.24065
H -0.99611 -0.45873 3.08320
H 0.43462 -0.09968 4.03259
H 1.32865 -3.03979 1.29637
H 0.86990 -2.20878 2.81311
H 2.65595 -1.55591 4.34910
H 3.10802 -0.16318 2.99805
H 4.30260 -1.29080 3.80455
```



Listing gap between HOMO and LUMO for the structures above in their given order: 8.08 7.43 eV.
Listing HOMO for the structures above in their given order: -7.99 -7.45 eV.
Listing LUMO level for the structures above in their given order: 0.09 -0.01 eV.